(1)
DFT (wB97M-V/def2-TZVPD) results for C26H42Cl3FeN4O4Si as an isolated structure at a distorted geometry.

**Energy relative to the best compared isomer or geometry (same formula, charge and spin)**: 7.95 kcal/mol
**LUMO level (alpha / beta)**: -0.023 / -0.066 Ha
**Multiplicity**: 6
**Expectation value of S²**: 8.76
**Energy**: -121630.88276 eV
**Charge**: 0

Each line ends with the Löwdin spin population.
Element x y z (Å)
C: -6.5648 3.0523 -3.6272  0.000
C: -6.5815 2.6459 -5.0690  0.000
H: -6.7602 4.1264 -3.5280  0.000
H: -5.5997 2.8323 -3.1589  0.000
H: -7.3521 2.5196 -3.0727  0.000
C: -7.2523 3.3504 -6.0009  0.000
C: -7.9443 4.6568 -5.7612  0.000
H: -7.3531 2.9763 -7.0234  0.000
H: -7.2947 5.3823 -5.2443  0.000
H: -8.8932 4.5919 -5.2023  0.000
H: -8.2140 5.0685 -6.7443  0.000
Fe: -0.8611 -0.0473 -0.5645  4.122
Cl: -2.1574 -1.7739 -0.8848  0.239
Cl: 0.5871 0.6485 -2.0436  0.296
C: 0.4419 -2.9500 -2.5524  0.000
O: 1.6454 -2.8315 -2.3190  0.000
N: -0.1322 -2.6335 -3.7514  0.000
C: 0.7687 -2.3237 -4.8524  0.000
C: -1.4288 -3.1987 -4.0939  0.001
H: -0.2862 -3.3122 -1.7944  0.001
H: 1.6295 -1.7861 -4.4404  0.000
H: 0.2415 -1.7102 -5.5929  0.000
H: 1.1188 -3.2511 -5.3340  0.000
H: -2.0218 -3.3050 -3.1785  0.002
H: -1.3312 -4.1812 -4.5829  0.000
H: -1.9675 -2.5426 -4.7874  0.000
H: -1.6196 4.3051 0.5987  0.001
H: -1.4981 3.9367 -2.0177  0.001
C: -0.6923 4.8625 0.4005  0.001
C: -0.4786 4.3433 -2.0096  0.001
N: 0.0610 4.2319 -0.6698  0.000
H: -0.0568 4.8450 1.2953  0.000
C: 1.3334 3.7934 -0.4216  0.000
O: 2.0379 3.1500 -1.1927  0.005
H: 0.1533 3.7728 -2.6938  0.000
H: 1.6749 4.1047 0.5974  0.000
H: -0.9322 5.9102 0.1591  0.000
H: -0.5363 5.4032 -2.3124  0.000
O: -4.4479 1.5158 -4.9486  0.000
C: -5.7988 1.3796 -5.4130  0.000
C: -5.3189 1.7636 -7.8718  0.000
C: -5.8886 0.9690 -6.8765  0.000
H: -4.8016 2.6829 -7.5815  0.000
C: -5.4142 1.3580 -9.2076  0.000
H: -6.2886 0.5941 -4.8111  0.000
C: -6.5739 -0.2099 -7.2128  0.000
H: -4.9093 1.9459 -9.9702  0.000
C: -6.1456 0.2209 -9.5490  0.000
C: -6.7117 -0.5787 -8.5526  0.000
H: -6.9732 -0.8314 -6.4075  0.000
H: -6.2505 -0.0680 -10.5943  0.000
H: -7.2445 -1.4925 -8.8230  0.000
Si: -2.9592 0.9047 -5.4772  0.000
Cl: -2.3685 1.4974 -0.1804  0.251
C: -2.1413 2.0970 -6.7188  0.000
C: -3.2335 -0.7327 -6.3767  0.000
C: -1.9151 0.6747 -3.9562  0.002
H: -2.5309 2.0479 -7.7499  0.000
H: -1.0683 1.8487 -6.7745  0.000
H: -2.2009 3.1487 -6.3986  0.000
H: -1.9301 1.6086 -3.3792  0.000
H: -0.8608 0.4345 -4.1667  0.002
H: -2.3191 -0.1136 -3.3041  0.000
H: -3.9618 -0.6980 -7.1981  0.000
H: -3.5985 -1.4620 -5.6466  0.000
H: -2.2925 -1.1205 -6.7864  0.000
N: 5.6658 -0.6162 2.9337  0.000
C: 5.0354 -1.3212 1.9502  0.000
O: 5.6575 -2.0959 1.2318  0.000
C: 3.5597 -1.0657 1.7417  0.000
C: 2.8418 0.0813 2.1128  0.002
C: 1.5522 0.2847 1.6060  0.005
N: 0.9297 -0.6324 0.8162  0.058
C: 1.5760 -1.7962 0.5600  0.004
C: 2.8925 -1.9915 0.9424  0.002
H: 6.6385 -0.8349 3.1019  0.000
H: 5.1762 -0.0967 3.6420  0.000
H: 3.3068 0.8177 2.7680  0.000
H: 1.0118 1.2080 1.8441  0.000
H: 1.0536 -2.5941 0.0334  0.000
H: 3.4375 -2.8406 0.5503  0.000

***

(2)
DFT (wB97M-V/def2-TZVPD) results for a 5-piece molecular cluster, C26H42ClN5O7S2 overall.

**Energy relative to the best compared isomer or geometry (same formula, charge and spin)**: 0.00 kcal/mol
**LUMO level**: 0.004 Ha
**SMILES**: C[C@@H](COC(=O)CSN(CC(=O)Cl)C(=O)O)OC(=O)CS.CCCC#N.CCCC#N.CCCC#N.CCCC#N
**Energy**: -83618.00025 eV
**Charge**: 0

Each line ends with the Löwdin charge.
Element x y z (Å)
C: 3.1032 0.1002 1.3101  -0.040
C: 2.6167 -1.1689 0.6204  -0.317
C: 2.0708 -0.8680 -0.7762  -0.098
O: 0.8078 -0.1992 -0.7013  0.006
C: -0.2869 -0.9909 -0.7020  -0.548
O: -0.3640 -2.0586 -1.2414  0.120
C: -1.4328 -0.3374 0.0508  -0.330
S: -3.0098 -0.6164 -0.7971  1.029
N: -3.9606 -1.5530 0.2710  -0.401
C: -3.3674 -2.7848 0.7807  -0.218
C: -3.3915 -3.8761 -0.2669  -0.772
O: -2.4698 -4.4912 -0.6617  0.101
Cl: -5.0505 -4.2038 -0.8319  0.700
C: -4.5317 -0.7484 1.3166  -0.626
O: -3.9307 -0.3249 2.2607  0.139
O: -5.8349 -0.4871 1.1121  0.131
O: 3.7840 -1.9810 0.3866  0.007
C: 3.6098 -3.3277 0.5428  -0.552
O: 3.7284 -4.0788 -0.3777  0.122
C: 3.3625 -3.7910 1.9584  -0.460
S: 2.6529 -5.4607 1.9118  0.754
H: 3.8161 -0.2031 2.0783  0.059
H: 2.2885 0.6943 1.7144  0.078
H: 3.6675 0.6911 0.5925  0.058
H: 1.8704 -1.6748 1.2387  0.148
H: 2.7638 -0.1736 -1.2523  0.136
H: 2.0524 -1.7672 -1.3909  0.136
H: -1.2567 0.7388 0.0816  0.087
H: -1.4393 -0.6771 1.0856  0.097
H: -2.3691 -2.6816 1.2079  0.125
H: -4.0170 -3.1452 1.5861  0.136
H: -6.2492 -1.2684 0.7134  0.127
H: 4.3301 -3.8396 2.4625  0.086
H: 2.7598 -3.0751 2.5107  0.073
H: 1.9894 -5.4143 3.0744  -0.153
C: -9.9749 -7.3746 -2.4129  -0.111
C: -8.5188 -7.6028 -2.8010  -0.261
C: -7.5403 -6.7744 -1.9604  -0.200
C: -7.7836 -5.3401 -2.1187  -0.295
N: -7.9926 -4.2175 -2.2566  0.140
H: -10.2716 -6.3381 -2.5773  0.071
H: -10.6333 -8.0037 -3.0114  0.072
H: -10.1439 -7.6150 -1.3615  0.076
H: -8.3809 -7.3623 -3.8564  0.112
H: -8.2699 -8.6581 -2.6786  0.107
H: -6.5106 -6.9771 -2.2570  0.114
H: -7.6383 -7.0239 -0.9025  0.121
C: 5.3581 5.6809 -0.6877  -0.106
C: 5.0500 4.6668 -1.7827  -0.252
C: 3.5961 4.1802 -1.7502  -0.184
C: 3.2876 3.5238 -0.4793  -0.202
N: 3.0465 2.9996 0.5162  0.174
H: 5.2303 5.2464 0.3050  0.068
H: 6.3889 6.0247 -0.7654  0.074
H: 4.7058 6.5526 -0.7657  0.079
H: 5.7201 3.8107 -1.6858  0.112
H: 5.2401 5.1155 -2.7584  0.111
H: 3.4151 3.4723 -2.5602  0.123
H: 2.9129 5.0205 -1.8808  0.094
C: -1.2854 7.1689 -2.1491  -0.108
C: -1.2679 5.8546 -2.9205  -0.258
C: 0.1357 5.2456 -3.0270  -0.196
C: 1.0466 6.1543 -3.7291  -0.251
N: 1.7441 6.8795 -4.2862  0.152
H: -0.6858 7.9309 -2.6485  0.071
H: -2.3024 7.5512 -2.0696  0.073
H: -0.8957 7.0366 -1.1378  0.077
H: -1.6685 6.0147 -3.9227  0.113
H: -1.9203 5.1333 -2.4261  0.108
H: 0.1030 4.3001 -3.5693  0.120
H: 0.5399 5.0486 -2.0321  0.107
C: 6.0033 2.2016 4.7738  -0.106
C: 4.6504 2.0790 4.0825  -0.259
C: 3.7871 0.9511 4.6598  -0.191
C: 4.4401 -0.3514 4.5112  -0.247
N: 4.9692 -1.3667 4.3955  0.161
H: 6.5996 1.2974 4.6438  0.072
H: 6.5714 3.0323 4.3558  0.072
H: 5.8845 2.3800 5.8443  0.077
H: 4.7984 1.9093 3.0146  0.096
H: 4.1022 3.0169 4.1818  0.110
H: 2.8257 0.9095 4.1472  0.105
H: 3.5955 1.1184 5.7211  0.121

***

(3)
DFT (wB97M-V/def2-TZVPD) results for C26H42CsN3OP2 as an isolated structure at a distorted geometry.

**LUMO level**: -0.005 Ha
**Energy**: -53287.08767 eV
**Charge**: 0

Each line ends with the Löwdin charge.
Element x y z (Å)
Cs: -0.8377 1.0050 0.0640  1.490
C: 0.6931 2.7956 4.8759  -0.119
C: -0.3683 1.7425 5.2025  -0.562
C: -1.3160 2.2820 6.2720  -0.148
P: -1.3632 1.0756 3.7765  1.075
C: -0.3571 -0.4322 3.3222  -0.574
C: -1.0868 -1.3646 2.3443  -0.177
C: 1.1168 -0.2907 2.9563  -0.131
C: -1.4022 2.4772 2.5598  -0.448
C: -2.6989 3.0365 2.5176  -0.173
C: -3.0237 4.1869 1.8202  -0.124
C: -1.9989 4.8240 1.1165  -0.100
C: -0.7157 4.3183 1.1157  -0.065
C: -0.3490 3.1244 1.8140  -0.542
N: 0.8389 2.5104 1.6340  -0.134
C: 1.9495 3.2320 1.2029  -0.315
C: 2.3002 4.4706 1.7841  -0.045
C: 3.4434 5.1470 1.4079  -0.089
C: 4.3034 4.6199 0.4425  -0.105
C: 3.9854 3.3962 -0.1155  -0.118
C: 2.8281 2.6815 0.2311  -0.281
P: 2.4167 1.0178 -0.4259  0.979
C: 3.6683 -0.1157 0.3193  -0.556
C: 3.4710 -1.5203 -0.2574  -0.132
C: 5.1491 0.2465 0.3576  -0.105
C: 2.6899 1.0488 -2.2486  -0.563
C: 4.0287 1.4527 -2.8618  -0.111
C: 1.5620 1.8866 -2.8736  -0.137
H: 1.2624 3.0529 5.7754  0.078
H: 0.2168 3.7157 4.5229  0.077
H: 1.3819 2.4829 4.0918  0.051
H: 0.1373 0.8536 5.5966  0.095
H: -1.8740 3.1398 5.8818  0.074
H: -0.7591 2.6320 7.1465  0.072
H: -2.0439 1.5423 6.6062  0.061
H: -0.4238 -0.9153 4.3036  0.090
H: -1.0719 -0.9575 1.3372  -0.081
H: -2.1347 -1.5023 2.6229  0.068
H: -0.6071 -2.3456 2.2996  0.081
H: 1.2283 0.2537 2.0180  -0.005
H: 1.5905 -1.2767 2.8714  0.081
H: 1.6650 0.2873 3.7035  0.073
H: -3.4757 2.5251 3.0762  0.075
H: -4.0331 4.5739 1.8327  0.089
H: -2.2069 5.7202 0.5417  0.101
H: 0.0486 4.8214 0.5368  0.106
H: 1.6491 4.8865 2.5441  0.110
H: 3.6764 6.0966 1.8774  0.100
H: 5.2055 5.1424 0.1518  0.094
H: 4.6700 2.9655 -0.8359  0.081
H: 3.3178 -0.1464 1.3547  0.078
H: 3.8031 -1.5732 -1.3000  0.071
H: 2.4265 -1.8442 -0.2302  0.065
H: 4.0606 -2.2552 0.2987  0.077
H: 5.6182 0.1649 -0.6247  0.061
H: 5.6752 -0.4540 1.0151  0.078
H: 5.3297 1.2510 0.7377  0.064
H: 2.4922 0.0037 -2.5118  0.092
H: 4.1972 2.5279 -2.7717  0.067
H: 4.0300 1.2235 -3.9325  0.078
H: 4.8816 0.9442 -2.4145  0.055
H: 1.6472 2.9321 -2.5639  0.080
H: 0.5714 1.5306 -2.5766  0.023
H: 1.6056 1.8571 -3.9646  0.077
C: -4.5994 -3.3370 0.1685  -0.080
N: -3.4886 -2.5178 -0.2657  0.026
C: -3.5429 -1.1729 -0.4221  -0.629
N: -4.7191 -0.5644 -0.0965  0.193
O: -2.5724 -0.5157 -0.8205  -0.345
H: -4.2722 -4.3731 0.2038  0.089
H: -5.4527 -3.2773 -0.5098  0.089
H: -4.9230 -3.0762 1.1787  0.086
H: -2.6408 -2.9370 -0.6027  0.145
H: -5.4449 -1.0392 0.4070  0.089
H: -4.7104 0.4401 -0.0745  0.114

***

Number 2 is which compound? C26H42ClN5O7S2

***

What is the charge in the second record? 0